DFT (wB97M-V/def2-TZVPD) results for a molecular structure, CH2N2S2 at a distorted geometry.

Structure (XYZ):
```
7
Properties=species:S:1:pos:R:3:forces:R:3
C 0.192201 -1.172425 -1.534117 0.7 1.1 1.6
N -0.426656 -1.530187 -2.436244 -0.7 -0.4 -1.0
N -0.044958 0.248893 0.685498 1.2 0.4 0.6
S 1.520502 0.462336 1.316382 -2.0 3.1 -0.1
S -0.890518 1.620671 0.787011 -1.7 -0.7 -1.6
H 1.690658 -0.733550 1.095516 1.2 -4.0 -0.6
H -2.041229 1.104263 0.085952 1.4 0.6 1.1
```
Forces are in eV/Å.

Results
**Relative energy (zero: lowest compared OMol25 entry of this formula, charge and spin)**: 5.282 eV
**E_LUMO (alpha / beta)**: -3.36 / -3.35 eV
**Frontier orbital gap (alpha / beta)**: 5.5 / 5.5 eV